# C38H51ClIO8P

A cluster of 2 separate species, C38H51ClIO8P in total in a non-equilibrium geometry (the ωB97M-V functional and the def2-TZVPD basis, the Open Molecules 2025 dataset).

Geometry as XYZ:
```
100
Properties=species:S:1:pos:R:3:lowdin_charge:R:1
C 0.1133 -2.9809 2.3172 -0.159
C 1.4173 -2.9032 3.3278 -0.245
C 2.5835 -1.9385 2.6326 -0.229
C 2.9458 -0.6035 3.5149 -0.209
C 4.5015 -0.0454 3.2587 -0.203
C 4.5130 1.3756 2.4374 -0.204
C 5.1792 1.3070 0.9410 -0.207
C 4.8616 -0.0635 0.0991 -0.209
C 4.6684 0.2083 -1.5398 -0.194
C 3.8383 -1.0907 -2.1079 -0.221
C 2.9277 -0.7502 -3.4662 -0.211
C 1.6686 -1.8071 -3.4323 -0.238
C 0.4760 -1.4935 -4.5135 -0.219
C -0.9433 -1.9718 -3.8328 -0.216
C -2.1511 -0.8657 -3.9100 -0.182
C -2.1281 0.2708 -2.7251 -0.046
C -0.7175 0.9143 -2.1766 -0.026
C -0.6029 2.0897 -1.0053 -0.551
I 1.4412 2.7763 -0.4291 0.809
C -1.9844 2.6768 -0.3408 -0.298
P -1.8044 4.0679 0.9706 0.908
O -0.7783 3.3370 2.2214 -0.400
O -0.7798 5.3706 0.3364 -0.395
C -3.4498 2.0632 -0.8622 -0.003
C -3.5187 0.8742 -2.0362 0.026
C -5.0470 0.3843 -2.4808 -0.184
O -5.2948 0.0093 -3.7405 -0.041
C -6.2217 0.4406 -1.3057 0.024
C -7.4571 -0.6336 -1.2180 -0.078
C -7.6422 -1.8997 -2.2431 -0.101
C -7.5651 -3.3149 -1.3573 -0.372
C -6.5947 -3.1945 -0.0328 -0.100
O -8.8954 -3.7622 -0.8781 -0.144
C -8.6096 -0.4538 -0.0257 0.013
C -8.5933 0.7364 1.1098 0.017
C -7.3231 1.7951 1.0487 -0.084
C -7.2946 2.9576 2.2256 -0.121
C -7.9972 4.3055 1.5346 -0.593
O -8.9489 4.1393 0.5935 -0.092
Cl -7.5392 6.0502 1.9619 0.554
C -6.1893 1.6274 -0.1342 0.030
C -4.8814 2.6631 -0.2421 -0.183
O -5.0279 3.9507 0.1321 -0.069
H -0.6915 -2.1884 2.6842 0.078
H -0.3757 -4.0564 2.2868 0.072
H 0.3683 -2.7117 1.1925 0.066
H 1.1055 -2.4595 4.3807 0.103
H 1.8237 -3.9939 3.5325 0.103
H 3.5506 -2.5592 2.3859 0.110
H 2.1718 -1.5518 1.5868 0.089
H 2.8246 -0.8772 4.6624 0.104
H 2.1530 0.2470 3.2746 0.111
H 4.9485 0.1253 4.3462 0.105
H 5.1563 -0.8964 2.7761 0.107
H 3.4038 1.7985 2.3374 0.088
H 5.1218 2.1445 3.1154 0.112
H 4.7434 2.2206 0.3194 0.089
H 6.3579 1.4358 0.9711 0.087
H 5.7844 -0.8070 0.2407 0.107
H 3.9299 -0.5897 0.5797 0.078
H 5.7755 0.1859 -1.9856 0.123
H 4.1146 1.2187 -1.7508 0.070
H 4.4977 -2.0430 -2.2742 0.119
H 3.0494 -1.3718 -1.2585 0.096
H 2.6275 0.3779 -3.3854 0.094
H 3.6618 -0.9272 -4.3907 0.123
H 1.1902 -1.7117 -2.3453 0.102
H 2.1038 -2.8716 -3.6553 0.123
H 0.7090 -2.0244 -5.5513 0.120
H 0.5149 -0.3249 -4.7541 0.112
H -0.8560 -2.3568 -2.7312 0.113
H -1.3110 -2.9085 -4.4750 0.119
H -2.0936 -0.2795 -4.9391 0.136
H -3.1683 -1.4893 -3.9504 0.119
H 0.3192 0.5648 -2.6366 0.068
H -1.1209 2.4066 2.3712 0.058
H -1.1605 5.6591 -0.5479 0.067
H -8.7451 -1.8876 -2.6984 0.141
H -6.8157 -2.0022 -3.0652 0.115
H -7.1187 -4.2132 -2.0045 0.147
H -6.3197 -4.2819 0.3748 0.091
H -7.1851 -2.6809 0.8654 0.087
H -5.6338 -2.5389 -0.1967 0.086
H -8.8027 -4.6747 -0.4358 0.121
H -9.5151 -1.2217 0.0345 0.109
H -9.4307 0.8124 1.9302 0.105
H -8.0104 2.6388 3.1261 0.134
H -6.2259 3.1719 2.6517 0.122
O 7.9739 -0.2204 0.4664 0.090
C 8.7291 0.4728 1.1278 -0.443
C 10.1976 0.2323 1.3060 -0.082
C 10.5220 1.1142 2.4851 -0.167
C 9.5089 2.2216 2.3575 -0.162
O 8.3550 1.6120 1.7808 0.002
H 10.7243 0.5513 0.4022 0.138
H 10.4016 -0.8187 1.5230 0.133
H 11.5544 1.4738 2.4917 0.121
H 10.3507 0.5602 3.4161 0.125
H 9.8499 3.0224 1.6929 0.131
H 9.2514 2.6530 3.3292 0.131
```

Values from the calculation:
- Structure (SMILES): CCCCCCCCCCCCCCCc1cc(I)c(P(O)O)c2c1C(=O)c1c(C[C@@H](C)O)ccc(CC(=O)Cl)c1C2=O.O=C1CCCO1
- LUMO energy: -1.82 eV
- Largest force on an atom: 9.3 eV/A